1.
Formula: H3N3O4S
Source: the Open Molecules 2025 dataset
Level of theory: ωB97M-V/def2-TZVPD

Properties
HOMO: -9.96 eV
Energy relative to the best compared isomer or geometry (same formula, charge and spin): 18.3 kJ/mol
Kohn-Sham gap: 0.382 hartree
Calculated total energy: -865.04898 hartree

```
11
Properties=species:S:1:pos:R:3:forces:R:3:lowdin_charge:R:1
N -2.870800 1.525708 -0.302615 4.73 0.51 -0.70 -0.3048
N -1.766172 1.611109 -0.479470 -1.01 0.37 -0.09 0.1819
N 1.841170 -0.312009 0.246269 1.17 -0.96 -1.78 -0.3354
O -3.981703 1.465671 -0.095417 -4.55 -0.39 0.76 0.1435
O -0.481504 -1.276962 -0.480934 -0.18 -0.01 0.51 -0.3243
O 0.968443 -0.024297 -2.050673 -0.52 -0.13 0.80 -0.4319
O 1.685633 -0.480606 1.633726 1.87 1.01 0.50 -0.1425
S 0.451709 0.109191 -0.693134 1.43 -1.41 0.79 0.8620
H -0.777901 -1.482877 0.448254 0.65 0.72 -1.12 0.0820
H 2.397419 -1.126979 -0.175920 -1.36 1.27 0.64 0.1321
H 2.533706 -0.007950 1.949915 -2.22 -0.98 -0.32 0.1375
```
Positions in Å, forces in eV/Å.

2.
Formula: C12H24IN2O3P
Source: the Open Molecules 2025 dataset
Level of theory: ωB97M-V/def2-TZVPD

Properties
HOMO: -8.88 eV
Kohn-Sham gap: 0.342 hartree
Calculated total energy: -1445.87333 hartree
SMILES: CCOCP(CC(=O)I)C[C@H](O)CN.CCCC#N

```
43
Properties=species:S:1:pos:R:3:forces:R:3:lowdin_charge:R:1
C -2.009440 -0.817222 0.258408 0.31 -0.48 0.37 -0.0771
C -0.621804 -1.272740 -0.164309 -0.26 0.09 -0.24 -0.2763
O -0.129495 -2.222079 0.779546 0.12 -0.04 -0.07 -0.2097
C 1.274936 -2.231637 0.926002 -0.40 0.08 0.12 -0.3739
P 1.955128 -1.163495 2.295953 0.73 -0.03 -0.20 1.0168
C 0.458612 -1.067932 3.369172 -0.36 0.05 0.24 -0.3791
C 0.837458 -1.257442 4.804976 -0.21 -0.57 0.21 -0.9082
O 0.635604 -2.230619 5.446604 0.10 0.21 -0.06 0.0231
I 1.852306 0.415187 5.727197 0.10 0.19 -0.01 0.7983
C 2.083462 0.475108 1.436212 -0.50 0.29 -0.11 -0.3109
C 0.803904 1.319589 1.263173 0.31 -0.02 0.24 -0.4497
O 0.697576 1.874109 -0.048066 -0.21 -0.08 -0.16 -0.0428
C 0.716493 2.427788 2.312222 -0.29 -0.24 0.07 -0.2476
N -0.626071 2.972622 2.543232 0.22 -0.28 -0.18 0.0197
H -2.741535 -1.587558 0.025124 -0.11 0.11 -0.08 0.0729
H -2.008645 -0.702878 1.345567 -0.05 0.21 -0.02 0.0693
H -2.288580 0.115107 -0.221055 -0.07 0.01 -0.08 0.0626
H 0.047629 -0.412635 -0.238367 0.01 -0.18 -0.08 0.0773
H -0.674823 -1.755151 -1.146351 0.10 0.06 -0.06 0.1157
H 1.778615 -1.919822 0.005489 0.07 -0.10 -0.05 0.0876
H 1.579977 -3.253102 1.148995 -0.06 -0.08 -0.01 0.0830
H -0.113397 -0.145106 3.270274 0.11 0.07 -0.05 0.0703
H -0.200829 -1.899427 3.113299 0.03 0.02 -0.09 0.0951
H 2.865309 1.056246 1.927707 0.00 0.05 0.02 0.0766
H 2.453012 0.217572 0.439440 0.15 -0.08 0.04 0.0753
H -0.069796 0.672571 1.370304 -0.03 0.14 0.02 0.0914
H 1.569655 1.939517 -0.445095 0.07 0.11 0.08 0.0868
H 1.075942 2.013825 3.254657 0.11 0.19 0.09 0.0408
H 1.391525 3.226773 2.000291 0.10 0.04 0.07 0.1199
H -1.162686 2.927291 1.683411 -0.01 0.18 -0.01 0.0660
H -1.108024 2.387279 3.215007 -0.08 0.06 0.00 0.0584
C 0.272422 0.674514 -3.808881 -0.04 -0.07 0.02 -0.1050
C -0.293699 -0.408557 -4.720840 0.12 0.11 0.07 -0.2582
C -1.801023 -0.258901 -4.955502 0.17 -0.14 -0.11 -0.1884
C -2.558325 -0.408653 -3.715140 -0.08 0.15 -0.06 -0.2167
N -3.143629 -0.500470 -2.732705 -0.03 -0.07 0.03 0.1717
H -0.176182 0.631853 -2.814509 -0.01 0.02 0.00 0.0585
H 1.349697 0.553694 -3.694418 0.01 0.01 0.00 0.0724
H 0.087642 1.668744 -4.219121 0.00 0.01 0.00 0.0792
H -0.089861 -1.392937 -4.295747 -0.03 -0.03 -0.02 0.1085
H 0.205457 -0.372383 -5.690372 -0.04 -0.02 -0.03 0.1070
H -2.151031 -1.008067 -5.667030 -0.04 -0.01 0.03 0.1179
H -2.023487 0.719425 -5.384752 -0.03 0.03 0.05 0.1215
```
Positions in Å, forces in eV/Å.

3.
Formula: C36H81F10N12O22S10
Source: the Open Molecules 2025 dataset
Level of theory: ωB97M-V/def2-TZVPD

Properties
HOMO: -9.90 eV
Energy relative to the best compared isomer or geometry (same formula, charge and spin): 0.0 kJ/mol
Kohn-Sham gap: 0.290 hartree
Charge: +1
Calculated total energy: -8712.63034 hartree

```
171
Properties=species:S:1:pos:R:3:forces:R:3:lowdin_charge:R:1
C 3.150101 -0.397416 2.864568 0.69 0.19 -0.51 -0.0406
C 2.939024 1.003755 3.324294 -0.24 0.49 -0.23 -0.1784
N 3.031720 1.234362 4.776627 1.81 0.55 0.94 0.0006
C 2.009611 1.359795 5.664039 -0.92 0.09 0.01 0.0115
C 2.508313 1.789662 6.852196 0.05 -0.04 -0.06 0.0067
N 3.859494 1.893281 6.696582 0.26 -0.55 -1.81 -0.1134
C 4.190387 1.555595 5.430514 -1.98 0.05 0.16 0.0302
C 4.817609 2.178198 7.718722 0.54 0.55 0.80 0.0034
H 4.210236 -0.652024 2.835276 -0.17 -0.68 0.68 0.0771
H 2.922953 -0.347972 1.797419 -0.40 -0.35 0.03 0.0644
H 2.453804 -1.032164 3.405754 0.48 -0.61 -0.21 0.0789
H 1.931274 1.231544 2.982685 0.04 0.72 0.53 0.0822
H 3.661487 1.692739 2.887041 -0.23 0.09 -0.19 0.1286
H 0.987372 1.166501 5.379126 0.05 0.04 -0.09 0.1316
H 2.052126 2.093572 7.778754 -0.17 -0.28 -0.07 0.1403
H 5.176951 1.633850 5.007368 -0.05 -0.20 -0.04 0.1666
H 5.583780 1.406139 7.702182 0.00 0.09 0.26 0.1091
H 4.305427 2.212753 8.678109 0.10 -0.29 -0.01 0.1041
H 5.264837 3.164446 7.589646 0.06 -0.09 -0.21 0.1059
C -8.202423 -2.923268 3.564005 0.35 -0.95 -0.33 0.0312
C -6.755258 -2.589070 3.851722 -0.75 0.33 1.11 -0.3851
O -6.275008 -2.631803 4.936551 0.20 0.08 -0.53 0.1823
N -5.882671 -2.216492 2.671884 0.73 -0.80 1.42 0.0955
H -5.999777 -3.060537 2.112626 0.12 0.41 -0.85 0.1776
H -6.250978 -1.364549 2.198410 0.03 -0.02 -0.47 0.0829
C -4.402824 -2.108618 3.029714 0.00 0.74 0.11 -0.0008
H -8.666933 -3.189962 4.510355 -0.10 0.65 0.08 0.1006
H -8.264570 -3.878257 3.029912 0.35 0.02 -0.28 0.1020
H -8.760198 -2.230926 2.937163 0.15 0.34 0.28 0.0787
H -4.143118 -1.322880 3.738367 -0.97 -0.13 0.44 0.0981
H -3.839224 -1.721222 2.183470 -0.21 -0.87 -0.49 0.0828
H -4.088127 -3.053504 3.458320 0.23 0.00 -0.38 0.1028
C -2.165724 0.094479 -0.645989 1.24 -0.82 1.16 0.0391
C -1.028968 -0.893424 -0.795083 -0.09 0.67 -1.54 -0.3840
O -1.095412 -1.788065 -1.572304 0.38 -0.49 0.21 0.1610
N 0.231903 -0.692123 -0.023414 0.00 -0.13 0.81 0.0756
H 0.175245 0.165545 0.570138 0.33 0.54 -1.24 0.0754
H 0.233209 -1.299914 0.825571 -0.05 -1.16 -0.50 0.0922
C 1.480136 -0.878658 -0.860214 -0.14 0.02 -0.05 0.0434
H -1.838689 1.044077 -0.230807 -0.24 0.05 -0.04 0.0637
H -2.695604 -0.479871 0.118402 -0.83 0.64 0.12 0.0922
H -2.738394 0.181115 -1.560652 0.03 -0.11 0.02 0.0822
H 1.562763 -1.900928 -1.226624 -0.38 -0.02 0.01 0.0946
H 2.365343 -0.687870 -0.259476 -0.20 0.20 0.15 0.0714
H 1.412224 -0.198022 -1.705249 0.13 -0.04 0.00 0.0906
C -1.467053 -5.085141 -2.944514 -0.33 -0.92 -1.77 -0.0638
C -2.516191 -4.629308 -3.997195 -0.59 0.65 0.37 -0.2064
C -2.927409 -3.206280 -3.692885 0.32 0.76 -1.51 -0.1366
N -4.117916 -2.685444 -4.519769 -1.37 0.06 0.71 -0.2354
C -3.813606 -2.600614 -5.980542 1.19 1.19 0.06 0.0325
C -4.484486 -1.304579 -3.984237 -0.28 0.24 1.26 -0.0985
C -5.987690 -1.115774 -4.159050 0.43 0.91 -0.98 -0.1568
C -6.575702 -2.504221 -4.231598 -0.39 -0.20 -1.86 -0.1437
C -5.400532 -3.476565 -4.230623 0.04 -0.48 0.34 -0.0849
H -0.673477 -4.351469 -2.825400 -0.22 0.11 0.46 0.0563
H -0.976655 -5.935815 -3.420104 0.19 -0.06 0.20 0.0806
H -1.940077 -5.492003 -2.053049 0.09 0.57 0.28 0.0800
H -3.450431 -5.196893 -3.960453 0.25 -0.54 0.20 0.1026
H -2.180955 -4.674045 -5.032706 0.51 -0.20 0.18 0.1024
H -2.207604 -2.480365 -4.076705 0.74 -0.24 0.79 0.1275
H -3.129575 -3.066239 -2.633678 -0.22 0.19 -0.11 0.1228
H -2.961917 -1.925711 -6.113556 0.11 0.07 0.47 0.1083
H -4.603216 -2.054476 -6.492386 -0.41 -0.75 -0.10 0.1128
H -3.412956 -3.506164 -6.427929 -0.90 -0.39 0.16 0.1127
H -3.921151 -0.475600 -4.408402 0.33 -0.45 -0.35 0.1418
H -4.246239 -1.336001 -2.920492 0.05 -0.07 -0.01 0.1181
H -6.085120 -0.622532 -5.130385 -0.34 -0.09 -0.07 0.1106
H -6.468512 -0.418604 -3.475768 0.38 -0.30 0.49 0.1069
H -6.971755 -2.598387 -5.247342 -0.24 0.05 0.03 0.1114
H -7.460359 -2.716746 -3.636908 0.56 -0.15 0.72 0.1220
H -5.547482 -4.229444 -5.001848 0.32 -0.08 0.08 0.1331
H -5.258351 -3.985168 -3.278092 0.10 0.11 0.03 0.1322
C 5.330045 0.682432 -0.103268 0.99 1.29 0.82 -0.0709
C 6.670240 0.551617 -0.819566 -0.31 0.04 -1.37 -0.2417
C 7.884856 0.745928 0.052775 0.62 -1.61 0.38 -0.0977
N 9.167614 0.025859 -0.517984 -0.74 1.36 0.13 -0.2378
C 9.620410 0.994263 -1.575825 0.84 -1.54 -0.66 0.0135
C 10.304268 -0.223501 0.504255 -1.12 0.39 0.03 -0.0704
C 11.058871 -1.435088 -0.035148 0.18 0.20 -0.13 -0.1424
C 9.988573 -2.291215 -0.724701 0.35 0.69 -0.40 -0.1133
C 8.802303 -1.364862 -0.996451 -0.13 -0.48 0.50 -0.0996
H 4.508567 0.560282 -0.802895 -0.08 -0.31 0.26 0.0812
H 5.301585 1.704562 0.291802 -0.39 0.19 -0.20 0.0773
H 5.298023 0.100231 0.818739 -0.31 -0.71 -0.45 0.0652
H 6.722632 1.322153 -1.594025 -0.22 -0.02 -0.11 0.1170
H 6.672785 -0.389703 -1.367639 0.10 -0.09 0.28 0.1006
H 7.702762 0.255621 1.010533 0.17 0.28 0.20 0.1325
H 8.113879 1.805888 0.119361 0.17 -0.12 0.51 0.1250
H 8.960248 0.882768 -2.433461 -0.20 0.40 0.15 0.1099
H 10.601068 0.667797 -1.925122 0.07 0.11 0.05 0.1089
H 9.692957 2.004701 -1.186604 -0.15 -0.08 0.02 0.1047
H 10.789366 0.743126 0.629951 0.46 -0.23 -0.10 0.1293
H 9.793779 -0.430341 1.445397 0.04 -0.25 -0.01 0.1317
H 11.832213 -1.158703 -0.752773 -0.07 0.29 0.01 0.1101
H 11.574521 -2.046236 0.703443 -0.12 0.42 0.39 0.1236
H 10.413820 -2.583252 -1.682541 -0.21 -0.66 0.16 0.1223
H 9.703127 -3.129717 -0.094006 -0.17 -0.17 -0.38 0.1115
H 8.487968 -1.386487 -2.036926 0.01 0.33 0.05 0.1420
H 7.951749 -1.654304 -0.381385 -0.01 -0.21 -0.17 0.1054
C -6.047426 7.999523 1.686243 -0.75 0.32 0.09 -0.0842
C -5.304017 7.658450 0.363294 -0.06 -0.72 1.10 -0.2019
C -4.102721 6.714249 0.577847 -1.28 -0.46 -0.49 -0.0920
N -3.392555 6.316041 -0.717854 1.75 0.49 -0.94 -0.2470
C -2.442919 7.408428 -1.178192 -0.76 -0.35 0.81 0.0322
C -4.330003 5.901293 -1.846164 -0.32 -0.09 0.84 -0.0891
C -4.726004 4.486327 -1.445216 -0.80 -0.25 0.01 -0.1411
C -3.546844 3.844705 -0.700984 0.45 1.10 -0.39 -0.1415
C -2.565889 5.036320 -0.511828 -0.66 -0.72 0.65 -0.0940
H -5.526132 7.911773 2.639744 0.52 -0.08 -0.28 0.0765
H -6.984919 7.461242 1.836066 0.24 -0.53 -0.27 0.0756
H -6.420256 9.023884 1.635572 0.33 0.14 -0.04 0.0736
H -4.986365 8.616939 -0.043167 0.06 -0.22 -0.49 0.1094
H -6.017065 7.122488 -0.258903 -0.09 0.53 -0.28 0.0972
H -4.415798 5.728520 0.923112 -0.36 0.26 0.51 0.1365
H -3.494986 7.178627 1.352927 0.90 -0.31 -0.54 0.1422
H -1.856844 7.024999 -2.007960 -0.15 0.22 -0.11 0.1059
H -1.794181 7.637856 -0.334953 0.09 -0.01 -0.09 0.1107
H -3.051342 8.280452 -1.406771 0.21 0.03 -0.29 0.1020
H -3.822856 5.950998 -2.808449 0.46 -0.01 0.26 0.1397
H -5.175147 6.581963 -1.898793 0.12 0.03 -0.02 0.1159
H -4.973948 3.912837 -2.337059 -0.20 0.01 0.09 0.1230
H -5.609059 4.515373 -0.805442 -0.09 -0.05 -0.09 0.1118
H -3.155953 3.077076 -1.365017 0.47 -0.01 0.33 0.1115
H -3.741343 3.410395 0.276031 -0.45 -0.06 -0.23 0.0821
H -1.753959 4.952697 -1.229507 0.03 0.58 0.03 0.1236
H -2.199883 5.036450 0.511897 0.30 0.28 -0.31 0.1004
N -6.685716 -0.084637 1.156560 1.27 3.39 -1.01 -0.3053
S -7.694957 -0.169824 -0.033240 -2.87 -3.18 -2.46 0.4808
O -7.158304 -1.025600 -1.084286 -0.98 0.96 1.06 -0.3000
O -8.451181 0.992632 -0.402843 1.05 -0.36 0.38 -0.2460
F -8.774843 -1.083154 0.744953 0.51 0.16 -0.36 -0.1963
S -5.778838 1.221549 0.576247 4.09 0.19 2.77 0.5839
O -6.097988 2.510833 1.127940 -0.64 -1.17 -1.01 -0.2476
O -5.132645 1.084726 -0.705359 -1.93 0.23 -0.06 -0.2788
F -4.478758 0.821196 1.455583 -0.61 -0.09 0.49 -0.2182
N 5.496664 -5.464142 0.324269 -2.32 3.79 -0.76 -0.2421
S 6.872888 -5.563042 0.928964 5.99 -4.48 2.31 0.4029
O 6.978795 -5.447643 2.363491 -0.36 0.33 -0.87 -0.2911
O 7.990122 -5.071414 0.162691 -0.32 1.06 0.14 -0.3162
F 7.093809 -7.133474 0.652160 -0.63 0.24 0.37 -0.2007
S 5.385621 -3.808792 0.324315 -4.87 1.47 -1.15 0.5694
O 6.141684 -3.142718 -0.714033 0.31 -0.16 1.31 -0.3072
O 5.065975 -3.135554 1.587146 1.76 -0.98 -1.45 -0.3107
F 3.907879 -3.713828 -0.335697 0.63 -0.60 0.14 -0.2149
N -0.126392 -2.331676 2.143502 0.02 -2.67 -2.47 -0.2907
S -0.419012 -2.109214 3.592089 -0.13 4.69 7.10 0.4270
O 0.471197 -2.633304 4.599184 -0.91 -0.41 -1.18 -0.2425
O -1.804427 -1.984388 3.921042 -0.06 -0.19 -0.12 -0.2696
F 0.094843 -0.576480 3.598536 -0.21 0.68 -0.24 -0.2224
S -0.143193 -3.956956 2.215610 3.08 -5.25 -3.34 0.5401
O -1.300563 -4.643082 2.715726 0.01 1.51 -0.14 -0.2499
O 1.143091 -4.510661 2.558437 -1.46 1.14 -0.09 -0.2360
F -0.189734 -4.209452 0.624333 -0.45 0.67 0.73 -0.1840
N 0.133385 1.681095 1.328064 2.11 3.06 -1.72 -0.2894
S -0.844633 2.420302 2.253173 -4.61 -0.33 5.00 0.4498
O -1.705506 3.400992 1.636675 1.01 -0.26 0.00 -0.2840
O -0.392303 2.703677 3.597876 0.04 -0.24 -1.53 -0.2602
F -1.843456 1.195563 2.459038 0.30 0.06 -0.12 -0.1771
S 0.941636 3.068572 0.764261 4.34 -0.60 -1.93 0.5676
O 1.639000 3.847356 1.750600 -1.23 -0.80 0.11 -0.2505
O 0.498352 3.768932 -0.396100 -1.41 -0.49 0.41 -0.2496
F 2.137549 2.200798 0.113715 -0.45 -0.17 0.42 -0.2005
N 2.536970 -2.884493 -5.584834 -2.06 3.72 -0.29 -0.2294
S 1.439959 -1.646081 -5.297022 2.85 5.38 -2.83 0.5400
O 1.749598 -0.751045 -4.195555 -0.59 -1.69 -0.10 -0.3049
O 0.095484 -1.740555 -5.758760 -0.84 -1.09 0.91 -0.2922
F 1.999027 -0.727353 -6.505997 0.36 -0.38 0.11 -0.2242
S 1.784965 -3.853716 -4.691644 1.14 -7.35 2.99 0.4012
O 0.562808 -4.428052 -5.179421 -0.22 0.62 0.15 -0.2948
O 1.907402 -3.628295 -3.264362 -0.70 0.37 -0.92 -0.2936
F 2.806871 -5.091633 -4.931561 -0.36 0.65 0.17 -0.2021
```
Positions in Å, forces in eV/Å.

4.
Formula: C8H13N2O
Source: the Open Molecules 2025 dataset
Level of theory: ωB97M-V/def2-TZVPD

Properties
HOMO (spin up / spin down): -11.50 / -11.50 eV
Energy relative to the best compared isomer or geometry (same formula, charge and spin): 287.2 kJ/mol
Kohn-Sham gap (spin up / spin down): 0.277 / 0.277 hartree
Charge: +1
Calculated total energy: -497.04148 hartree
SMILES: CC1=C[C@@H](C)N(C(=[NH2+])O)C=C1

```
24
Properties=species:S:1:pos:R:3:forces:R:3:lowdin_charge:R:1
C 2.442823 -1.596449 1.788085 -1.87 -0.74 -0.52 0.0019
C 1.224289 -0.946717 1.182366 2.83 3.28 2.12 -0.3455
C 1.257673 0.291596 0.699424 3.39 1.89 -0.01 -0.0239
C 0.235704 0.860585 -0.218478 2.82 -0.41 -1.85 -0.2728
C 0.825236 0.263829 -1.547633 3.37 0.12 1.98 -0.0035
N -1.093903 0.334876 -0.042452 -1.70 0.69 0.11 0.0367
C -2.144933 0.875970 -0.662288 1.01 3.14 0.97 -0.3540
N -1.901842 2.102917 -1.202482 -0.51 -1.67 0.39 0.2380
O -3.356037 0.427381 -0.539005 -1.71 -0.69 0.46 0.1760
C -1.144896 -0.825649 0.687026 1.82 -3.13 1.31 -0.0004
C -0.022300 -1.459912 1.211484 -5.97 -1.51 -2.31 -0.0225
H 2.126342 -2.610966 1.633420 0.93 -1.14 -0.36 0.0750
H 3.157846 -1.262495 1.076334 1.64 -0.35 0.25 0.0766
H 2.665314 -1.605180 2.864686 -0.13 1.01 -0.44 0.1066
H 2.310006 0.823185 0.606483 -2.41 -0.87 0.37 0.1808
H 0.370782 1.941978 -0.373538 -0.70 -0.25 0.99 0.1496
H 1.871354 0.724145 -1.771303 -1.73 -0.79 0.65 0.1389
H 0.979347 -0.820563 -1.397295 -0.49 0.58 -0.63 0.1118
H 0.247266 0.586813 -2.309104 -2.08 0.30 -2.97 0.0315
H -0.961779 2.306906 -1.442802 0.33 0.47 -0.30 0.0918
H -2.620819 2.550730 -1.702095 -0.76 0.53 -0.73 0.1223
H -4.218824 0.976747 -0.478633 2.57 -0.65 -0.38 0.2237
H -2.035054 -1.410842 0.744232 -0.73 0.27 -0.41 0.1257
H -0.213596 -2.528885 1.193569 0.08 -0.10 1.34 0.1357
```
Positions in Å, forces in eV/Å.